Density functional theory data (the ωB97M-V functional and the def2-TZVPD basis) for a 3-piece molecular cluster, C3H8O2S overall in a non-equilibrium geometry.

XYZ file:
```
14
Properties=species:S:1:pos:R:3:forces:R:3:mulliken_charge:R:1
O 2.033685 -0.359954 0.701903 -0.38 -0.83 -0.14 -0.400
C 1.755404 0.248620 -0.299809 0.93 1.60 1.18 0.020
C 0.523039 0.116365 -1.053207 -1.65 0.21 -0.54 -0.167
C -0.351259 -0.989997 -0.955821 0.54 -1.94 -0.42 -0.634
S -2.037169 -0.425345 -0.802202 0.05 0.62 0.37 -0.216
H 2.441690 1.059992 -0.595322 -0.07 -0.12 -0.53 0.352
H -0.871719 -1.373391 2.730912 0.03 0.02 -0.02 0.178
H 0.162774 0.883836 -1.726433 0.62 0.17 -0.19 0.426
H -0.015811 -1.750688 -0.245863 -0.05 0.10 0.14 0.342
H -0.347436 -1.503076 -1.935444 0.10 0.04 -0.07 0.328
H -0.990611 -0.942840 2.137403 -0.04 -0.05 0.04 -0.191
H -0.796430 0.896590 0.757661 -0.40 0.32 0.17 0.190
H -1.070125 2.347560 0.410023 -0.06 -0.06 -0.01 0.389
O -0.436030 1.792332 0.876196 0.40 -0.09 0.01 -0.617
```
Positions in Å, forces in eV/Å.

## Properties
Electronic energy: -667.5954 a.u.
HOMO-LUMO gap: 5.7 eV
E_LUMO: -3.05 eV


Density functional theory data (the ωB97M-V functional and the def2-TZVPD basis) for C17H14Br2I2MnN3OS as an isolated structure.

XYZ file:
```
41
Properties=species:S:1:pos:R:3:forces:R:3:mulliken_charge:R:1
Mn 0.709347 -0.907396 -0.382007 -0.25 -0.30 0.13 0.826
C -1.359819 -0.571032 2.368070 -0.01 0.01 0.01 -1.294
C 0.077942 -0.802972 2.724209 0.00 0.01 0.00 0.911
C 0.508694 -0.816366 4.061236 0.02 -0.01 0.00 -0.828
C 1.830291 -1.017982 4.347942 -0.01 0.02 0.00 -0.684
C 2.762695 -1.223616 3.311279 0.00 -0.02 0.01 1.185
C 4.151620 -1.431771 3.498063 0.03 0.00 -0.02 -0.260
Br 4.893961 -1.438471 5.234939 -0.01 0.00 -0.02 -0.188
C 4.966630 -1.621439 2.421053 -0.03 0.01 0.06 -0.349
C 4.442244 -1.623520 1.116782 -0.01 -0.02 -0.18 -0.246
Br 5.613062 -1.894123 -0.332058 -0.01 0.00 0.03 -0.128
C 3.099808 -1.440714 0.855406 0.16 -0.08 0.04 1.298
O 2.578471 -1.468161 -0.357628 -0.21 0.13 0.00 -1.048
C 2.261150 -1.220288 1.994338 -0.01 0.01 0.02 0.016
N 0.933747 -0.998212 1.735797 -0.02 0.10 -0.05 -0.775
H -1.950647 -0.342748 3.251887 0.00 0.01 0.00 0.390
H -1.784872 -1.459536 1.897115 0.00 0.00 0.01 0.228
H -1.455594 0.261270 1.666838 0.00 -0.01 -0.01 0.263
H -0.211976 -0.659786 4.850842 0.00 0.00 0.00 0.386
H 2.175265 -1.019467 5.372975 0.00 0.00 0.01 0.366
H 6.027324 -1.775222 2.559039 0.00 0.00 0.00 0.436
N -0.903326 -2.084552 -3.729615 0.01 0.01 0.04 -0.414
C -1.382751 -1.174023 -2.876495 0.09 -0.04 -0.11 0.702
S -1.490264 -1.622781 -1.214734 0.19 0.12 0.05 -0.548
N -1.749652 -0.007435 -3.399629 -0.03 -0.02 0.02 -0.110
C -2.341461 1.169534 -2.843971 0.01 0.05 0.07 0.756
C -2.230417 2.313776 -3.628218 0.05 -0.01 -0.01 -0.473
C -2.822117 3.496394 -3.222542 0.00 0.01 0.01 -0.669
C -3.521719 3.546647 -2.025462 0.00 -0.02 0.01 -0.570
C -3.628189 2.403332 -1.249293 -0.01 0.02 -0.01 -0.719
C -3.048822 1.206891 -1.650258 -0.03 -0.04 -0.03 -0.174
H -0.645214 -2.986744 -3.367363 0.00 -0.01 0.00 0.247
H -0.892798 -1.949350 -4.728315 0.00 0.00 0.00 0.181
H -1.560889 0.097178 -4.387561 -0.04 -0.02 -0.02 0.229
H -1.685254 2.277582 -4.565172 0.00 0.00 0.00 0.308
H -2.735836 4.376526 -3.845000 0.00 0.00 0.00 0.387
H -3.990580 4.467298 -1.706413 0.00 0.00 0.00 0.417
H -4.187968 2.427435 -0.323930 0.00 0.00 0.00 0.404
H -3.177200 0.320324 -1.052560 0.00 0.00 0.00 0.387
I 1.497100 1.526201 -1.661732 0.14 0.23 -0.03 0.121
I 0.228023 3.667328 -0.717854 -0.03 -0.16 -0.03 0.035
```
Positions in Å, forces in eV/Å.

## Properties
Electronic energy: -8188.2442 a.u.
HOMO-LUMO gap (spin up / spin down): 5.3 / 5.3 eV
E_LUMO (spin up / spin down): -4.91 / -4.98 eV
Net charge: +1
⟨S²⟩: 8.759
Spin multiplicity: 6


Density functional theory data (the ωB97M-V functional and the def2-TZVPD basis) for a 2-piece molecular cluster, C4H9NO overall in a non-equilibrium geometry.

XYZ file:
```
15
Properties=species:S:1:pos:R:3:forces:R:3:mulliken_charge:R:1
C -0.622080 -0.335781 2.141850 0.52 1.10 1.29 -0.821
C 1.423080 0.445426 1.387204 0.26 -0.58 0.43 -0.310
N 0.176578 0.576151 1.334735 -0.17 -0.56 -0.89 -0.328
H -1.429478 0.259379 2.568910 -0.29 -0.32 -0.11 0.255
H -1.003512 -1.182000 1.584857 -0.09 0.07 -0.35 0.250
H -0.022048 -0.696559 2.989589 -0.12 -0.28 -0.08 0.421
H 2.080310 0.918668 0.672785 0.01 0.58 -0.01 0.312
H 1.914063 -0.221448 2.112375 -0.06 -0.04 -0.09 0.240
O -1.027288 -1.180565 -1.868278 0.57 -0.22 0.27 -0.509
C -0.680362 -0.129507 -1.382063 -1.18 0.16 -1.04 0.109
C 0.569076 0.601318 -1.800863 -0.70 0.35 -0.05 -0.885
H -1.426660 0.383872 -0.755238 0.38 0.25 0.33 0.434
H 1.407269 -0.072418 -1.649169 0.32 0.34 -0.08 0.218
H 0.453630 0.872401 -2.854763 0.12 -0.53 -0.11 0.365
H 0.621482 1.576047 -1.316429 0.42 -0.31 0.49 0.249
```
Positions in Å, forces in eV/Å.

## Properties
SMILES: C=NC.CC=O
Electronic energy: -287.7429 a.u.
HOMO-LUMO gap: 10.4 eV
E_LUMO: 0.93 eV